{"formula": "CH3N3", "method": "ωB97M-V with the def2-TZVPD basis set", "homo_energy_ha": [-0.296, -0.296], "gap_ev": [8.66, 8.66], "total_energy_ha": -203.9213, "species": ["C", "N", "N", "N", "H", "H", "H"], "coordinates": [[-0.535, -0.798, -0.841], [-1.282, 0.488, 0.595], [0.600, -0.138, -0.202], [-0.031, 0.461, 0.783], [-0.741, -0.352, -1.814], [1.531, -0.537, -0.115], [0.458, 0.876, 1.594]]}